No. 1
Formula: C6H10N3OP
Source: the OMol25 dataset
Level of theory: ωB97M-V/def2-TZVPD

```
21
Properties=species:S:1:pos:R:3:nbo_charge:R:1
P -0.831 0.497 -0.966 1.547
O -0.126 1.445 -1.878 -1.059
N 3.528 0.532 0.123 -0.251
N 1.350 0.785 0.447 -0.420
N 3.149 1.767 -0.122 -0.291
C 1.882 1.965 0.116 0.186
C -0.246 -0.876 1.455 -0.450
C 0.050 0.355 0.550 -0.232
C 2.432 -0.085 0.421 0.138
C -2.756 0.665 -1.596 -0.811
C -0.615 -2.083 0.621 -0.586
H -3.406 -0.117 -1.216 0.236
H 1.263 2.868 -0.015 0.229
H -2.698 0.250 -2.557 0.240
H 0.563 -0.932 2.092 0.218
H -2.897 1.704 -1.573 0.253
H 2.387 -1.167 0.721 0.203
H -0.955 -2.824 1.362 0.219
H 0.380 -2.507 0.040 0.218
H -1.055 -0.516 2.037 0.219
H -1.399 -1.726 -0.062 0.194
```

Summary:
- total charge = 0
- HOMO level (alpha / beta) (eV) = -8.4732 / -8.4740
- gap between HOMO and LUMO (alpha / beta) (eV) = 7.46 / 7.46
- total energy (eV) = -22186.845
- molecular weight (g mol⁻¹) = 171.14
- LUMO energy (alpha / beta) (eV) = -1.02 / -1.02

---

No. 2
Formula: C21H43ClF6NO4P2S
Source: the OMol25 dataset
Level of theory: ωB97M-V/def2-TZVPD

```
79
Properties=species:S:1:pos:R:3:mulliken_charge:R:1
Cl 5.310 1.833 -0.867 -0.197
S -0.374 3.872 0.002 1.697
P 2.180 0.482 0.962 0.362
P 0.032 5.180 -4.654 1.017
F 1.177 6.187 -4.009 -0.361
F -0.659 3.670 -4.569 -0.319
F -1.456 5.693 -5.145 -0.345
F -0.549 5.388 -3.131 -0.272
F 0.410 5.896 -6.093 -0.328
F 1.318 4.179 -4.995 -0.350
O -0.027 1.118 -1.827 -0.403
O -0.388 3.388 -1.519 -0.253
O 0.534 4.970 0.125 -0.758
O -1.685 4.226 0.425 -0.771
N 1.166 -0.650 0.541 -0.557
C 0.217 2.415 0.887 -0.632
C 5.012 2.468 0.779 -0.545
C -3.041 -2.822 -1.227 -0.721
C -4.440 -1.696 0.567 -1.205
C -3.420 -2.829 0.270 -0.580
C -0.114 2.452 2.381 -0.951
C 1.572 -5.615 2.258 -1.410
C 0.776 -6.067 -0.092 -0.859
C -1.708 -3.517 -1.607 -0.868
C 0.115 -5.154 -1.149 -0.937
C 0.570 2.401 -1.812 -0.715
C -1.041 1.260 2.730 -1.202
C -2.727 0.260 1.016 0.315
C -2.432 1.383 2.078 -0.940
C 2.575 3.168 1.380 -1.747
C 1.816 -5.335 0.774 -0.184
C 3.949 3.570 0.845 -1.048
C 1.857 2.486 -1.001 -1.910
C -1.216 -4.587 -0.631 -0.092
C -3.995 -0.499 1.417 -1.179
C 1.690 2.201 0.506 2.819
H 2.768 2.636 2.312 0.525
H 2.353 0.523 2.370 0.072
H -0.538 0.313 2.558 0.447
H -1.910 -0.450 0.920 -0.200
H -0.025 -6.380 0.573 0.448
H 1.234 -6.920 -0.583 0.359
H 0.529 0.588 -2.412 0.334
H -1.869 -4.021 -2.559 0.231
H 2.032 4.063 1.659 0.513
H -3.821 -3.366 -1.751 0.402
H 2.806 -5.732 0.554 0.409
H 1.451 -6.684 2.407 0.360
H 0.701 -5.090 2.632 0.307
H -1.893 -5.437 -0.548 0.211
H 4.827 1.666 1.482 0.368
H 2.521 1.733 -1.413 0.617
H -3.884 -3.794 0.451 0.467
H 3.440 0.188 0.394 0.170
H -3.936 -0.782 2.466 0.426
H -0.898 -2.814 -1.733 0.357
H -5.259 -2.176 1.104 0.351
H -3.206 1.243 2.821 0.791
H -2.561 -2.770 0.928 0.377
H -4.866 -1.381 -0.380 0.499
H 2.427 -5.321 2.866 0.393
H 0.746 2.372 3.034 0.422
H -2.513 2.327 1.551 0.369
H -0.703 3.337 2.592 0.541
H 4.346 4.297 1.549 0.536
H 5.953 2.900 1.092 0.403
H 0.854 2.608 -2.841 0.740
H -1.180 1.332 3.811 0.532
H 3.935 4.076 -0.114 0.417
H -2.850 0.693 0.025 0.298
H 2.283 3.456 -1.215 0.403
H -1.018 -4.177 0.354 0.204
H 0.763 -4.299 -1.320 0.334
H -0.036 -5.665 -2.097 0.481
H -3.022 -1.801 -1.594 0.343
H 0.384 -0.238 0.038 -0.004
H -4.804 0.230 1.343 0.400
H 1.814 -4.268 0.598 0.177
H -0.378 1.611 0.462 -0.399
```

Summary:
- total charge = -1
- HOMO level (eV) = -6.8944
- gap between HOMO and LUMO (eV) = 9.03
- total energy (eV) = -90399.446
- molecular weight (g mol⁻¹) = 617.03
- LUMO energy (eV) = 2.13

---

No. 3
Formula: C19H30N4O4S
Source: the OMol25 dataset
Level of theory: ωB97M-V/def2-TZVPD

```
58
Properties=species:S:1:pos:R:3:nbo_charge:R:1
S 1.248 0.539 -3.792 2.167
O 0.728 0.250 -5.102 -0.931
O 0.469 0.200 -2.623 -0.961
O 4.806 0.308 -0.954 -0.620
O -3.915 -0.032 2.602 -0.667
N 0.410 1.907 0.336 -0.474
N -3.317 -2.587 2.496 -0.488
N -2.506 0.614 0.953 -0.429
N 2.841 1.402 -0.769 -0.647
C -1.634 2.856 1.556 -0.438
C -2.549 -1.718 1.770 0.047
C -1.610 -3.779 1.755 -0.102
C -3.030 -0.316 1.796 0.642
C -1.471 -2.445 1.300 -0.271
C -0.657 -4.904 1.493 -0.627
C -2.843 2.012 1.157 -0.219
C -2.773 -3.831 2.499 0.151
C 2.753 1.248 0.670 -0.226
C 3.850 0.853 -1.479 0.678
C 3.771 0.951 -3.004 -0.312
C 2.898 -0.149 -3.618 -0.664
C -3.417 -4.969 3.214 -0.643
C 1.591 2.104 1.164 -0.216
C -0.080 0.531 0.444 -0.246
C -0.579 2.977 0.449 -0.212
C 1.727 2.272 -3.670 -0.682
C 3.255 2.291 -3.577 -0.406
C -1.504 0.332 -0.060 -0.229
H 3.685 1.573 1.132 0.223
H -0.015 3.902 0.584 0.204
H -3.613 2.050 1.922 0.251
H 2.824 -1.053 -3.018 0.265
H 1.409 1.871 2.225 0.179
H 0.089 -5.001 2.284 0.214
H -3.267 2.412 0.228 0.183
H -2.831 -5.876 3.082 0.226
H -4.135 -2.266 2.990 0.435
H 3.228 -0.400 -4.625 0.253
H -0.041 0.183 1.488 0.180
H -4.424 -5.161 2.837 0.221
H 1.879 3.155 1.098 0.199
H -1.189 2.459 2.473 0.209
H 2.618 0.196 0.936 0.195
H -1.175 -5.861 1.412 0.213
H 3.601 3.132 -2.978 0.237
H 3.671 2.408 -4.578 0.224
H 0.584 -0.112 -0.137 0.216
H -1.635 -0.687 -0.412 0.237
H 1.342 2.776 -4.553 0.260
H 1.231 2.671 -2.786 0.246
H -1.998 3.860 1.792 0.218
H -0.122 -4.745 0.557 0.217
H -1.692 0.971 -0.924 0.215
H -0.645 -2.088 0.710 0.214
H 4.801 0.795 -3.322 0.254
H 1.949 1.608 -1.200 0.427
H -1.100 3.083 -0.509 0.188
H -3.493 -4.776 4.286 0.221
```

Summary:
- total charge = 0
- HOMO level (eV) = -7.9693
- gap between HOMO and LUMO (eV) = 8.46
- total energy (eV) = -45176.452
- molecular weight (g mol⁻¹) = 410.54
- LUMO energy (eV) = 0.49